1.
{
  "formula": "C19H19Br12N3",
  "method": "wB97M-V/def2-TZVPD",
  "total_charge": 0,
  "homo_ev": -7.68,
  "largest_force_ev_per_a": 9.413,
  "e_tot_ev": -864967.394,
  "gap_ev": 6.872,
  "lumo_energy_ev": -0.805,
  "species": ["C", "Br", "Br", "Br", "H", "C", "Br", "Br", "Br", "H", "C", "Br", "Br", "Br", "H", "C", "Br", "Br", "Br", "H", "N", "C", "C", "C", "C", "C", "H", "H", "H", "H", "H", "N", "C", "C", "C", "C", "C", "H", "H", "H", "H", "H", "N", "C", "C", "C", "C", "C", "H", "H", "H", "H", "H"],
  "xyz": [[-4.3257, 0.1692, -0.2033], [-3.3784, -1.5302, -0.5497], [-5.2535, 0.2108, 1.5390], [-5.5451, 0.7597, -1.6626], [-3.4981, 0.8731, -0.1154], [2.7824, 1.8171, 0.2479], [4.1305, 2.1064, 1.5919], [1.3687, 0.7090, 0.9289], [3.4985, 1.0529, -1.4878], [2.3898, 2.8106, 0.0312], [-0.2426, -3.4864, 0.6066], [0.3740, -5.2184, 1.3008], [0.5308, -1.9091, 1.6888], [-2.2101, -3.5045, 0.6941], [0.0874, -3.3438, -0.4224], [-0.3823, -0.0622, -0.9527], [-0.9502, -1.9646, -1.2556], [-1.9641, 1.1694, -1.0055], [0.9873, 0.4549, -2.3194], [0.0558, -0.0454, 0.0452], [-0.4307, 4.4117, -0.7125], [0.6934, 5.1084, -0.5829], [1.8566, 4.7142, -1.1547], [1.8014, 3.6689, -2.0652], [0.5770, 3.0221, -2.3701], [-0.5201, 3.3904, -1.6296], [0.5076, 5.9316, 0.0911], [2.7043, 5.3118, -0.8533], [2.7199, 3.4659, -2.5958], [0.5593, 2.1622, -3.0233], [-1.4847, 2.9076, -1.6834], [1.2174, -2.6085, -1.9048], [1.8188, -1.8083, -1.0153], [2.6649, -2.2769, -0.0400], [2.8945, -3.6412, 0.0186], [2.2516, -4.5062, -0.8424], [1.4563, -3.9481, -1.8492], [1.5301, -0.7678, -0.9952], [3.1926, -1.6848, 0.6931], [3.5041, -4.0148, 0.8281], [2.3872, -5.5708, -0.7222], [0.9259, -4.6085, -2.5193], [-0.7373, 0.0039, 1.2871], [-1.7550, -0.8858, 1.2484], [-2.8317, -0.8672, 2.1784], [-2.8387, 0.0657, 3.1780], [-1.7743, 1.0077, 3.2798], [-0.7886, 0.8966, 2.2897], [-1.7108, -1.6583, 0.4950], [-3.6584, -1.5529, 2.0657], [-3.6711, 0.0009, 3.8630], [-1.5981, 1.7266, 4.0663], [0.0819, 1.5357, 2.2768]],
  "nbo_charge": [-0.45, 0.16, 0.05, 0.07, 0.15, -0.48, 0.09, 0.24, 0.04, 0.23, -0.50, 0.08, 0.14, 0.18, 0.23, -0.42, 0.22, 0.14, 0.15, 0.20, -0.43, 0.02, -0.30, -0.20, -0.28, 0.01, 0.20, 0.23, 0.23, 0.22, 0.19, -0.49, -0.03, -0.24, -0.19, -0.24, -0.04, 0.20, 0.23, 0.22, 0.23, 0.21, -0.70, 0.03, -0.33, -0.12, -0.27, 0.03, 0.18, 0.25, 0.22, 0.24, 0.20]
}

2.
{
  "formula": "C27H43N11O9",
  "method": "wB97M-V/def2-TZVPD",
  "total_charge": 0,
  "e_above_lowest_kj_mol": 2228.1,
  "homo_ev": -8.83,
  "largest_force_ev_per_a": 8.416,
  "e_tot_ev": -63497.722,
  "gap_ev": 6.988,
  "lumo_energy_ev": -1.844,
  "species": ["C", "C", "O", "C", "C", "C", "C", "C", "C", "C", "C", "C", "O", "C", "C", "C", "C", "C", "C", "O", "N", "C", "C", "C", "C", "C", "O", "H", "H", "H", "H", "H", "H", "H", "H", "H", "H", "H", "H", "H", "H", "H", "H", "H", "H", "H", "H", "H", "H", "H", "N", "C", "N", "O", "H", "H", "H", "H", "N", "C", "N", "O", "H", "H", "H", "H", "N", "C", "N", "O", "H", "H", "H", "H", "N", "C", "N", "O", "H", "H", "H", "H", "N", "C", "N", "O", "H", "H", "H", "H"],
  "xyz": [[-6.9342, 8.1370, 1.8273], [-5.5662, 7.3354, 2.3335], [-5.9699, 6.5432, 3.5040], [-5.1153, 6.7867, 4.6750], [-3.9389, 5.6172, 4.8908], [-4.4776, 4.0938, 4.6105], [-6.0599, 3.6642, 4.9360], [-6.7031, 2.1848, 4.6471], [-5.7229, 1.0441, 3.9939], [-4.1253, 1.4183, 3.6943], [-3.4757, 2.9262, 3.9959], [-1.8845, 3.1163, 3.6523], [-1.1339, 4.1961, 3.9758], [-1.0358, 1.8947, 2.8872], [0.5572, 2.1745, 2.4670], [1.4810, 0.9904, 1.7382], [0.8292, -0.4811, 1.4149], [1.5832, -1.7487, 0.6995], [3.1381, -1.9888, 1.1788], [3.4335, -2.5870, 2.3663], [4.2215, -1.5429, 0.1830], [5.4607, -1.0456, 0.8957], [4.5804, -2.7119, -0.7106], [-0.7702, -0.7235, 1.8391], [-1.6868, 0.4240, 2.5704], [-3.2401, 0.1684, 3.0295], [-3.7728, -1.0436, 2.8524], [-6.7176, 8.8632, 0.9362], [-7.4336, 8.7363, 2.7307], [-7.7787, 7.3797, 1.4637], [-4.6455, 8.0382, 2.4969], [-5.3184, 6.5658, 1.4565], [-4.5422, 7.8170, 4.6621], [-5.7805, 6.8121, 5.6661], [-3.4924, 5.7149, 5.9898], [-3.0760, 5.9309, 4.1277], [-6.7158, 4.5395, 5.4064], [-7.8375, 2.0307, 4.8943], [-6.1853, -0.0045, 3.7515], [1.1031, 3.2071, 2.6816], [2.6229, 1.1394, 1.4562], [1.5890, -1.5371, -0.4708], [0.9570, -2.7509, 0.8536], [5.8315, -1.7595, 1.7496], [6.3196, -0.9812, 0.1004], [5.2558, 0.0455, 1.2841], [3.6513, -3.4130, -0.8416], [5.4754, -3.3052, -0.1998], [4.9347, -2.3708, -1.7936], [-1.2856, -1.7577, 1.6126], [4.1909, -2.5507, -5.9820], [4.2851, -1.6828, -4.9585], [3.8405, -0.4434, -5.2340], [4.7374, -1.9947, -3.8682], [3.8213, -2.3126, -6.8869], [4.5148, -3.4947, -5.8166], [3.8935, 0.2406, -4.4907], [3.4647, -0.1677, -6.1255], [0.9693, -5.7330, -4.1923], [1.6159, -4.5754, -4.4190], [2.4883, -4.2250, -3.4567], [1.4264, -3.8978, -5.4168], [1.1118, -6.3047, -3.3769], [0.3034, -6.0332, -4.8923], [2.9962, -3.3601, -3.5884], [2.6580, -4.7697, -2.6282], [-3.7220, 5.1752, -0.8674], [-3.9137, 6.4598, -1.2179], [-4.2569, 6.6424, -2.5057], [-3.7866, 7.3847, -0.4310], [-3.8220, 4.4002, -1.5009], [-3.4623, 4.9938, 0.0934], [-4.4106, 7.5946, -2.8107], [-4.3664, 5.8936, -3.1685], [5.9390, -4.7947, 1.8397], [6.8490, -5.2853, 2.7004], [6.5449, -5.1044, 3.9983], [7.8681, -5.8487, 2.3335], [5.0940, -4.3278, 2.1226], [6.1296, -4.9098, 0.8528], [7.2036, -5.4590, 4.6793], [5.7108, -4.6431, 4.3198], [1.7825, -9.0811, -7.9700], [1.8767, -8.2132, -6.9465], [1.4321, -6.9738, -7.2220], [2.3290, -8.5251, -5.8562], [1.4129, -8.8430, -8.8749], [2.1064, -10.0251, -7.8046], [1.4851, -6.2898, -6.4787], [1.0563, -6.6981, -8.1135]],
  "lowdin_charge": [-0.10, -0.24, -0.24, -0.22, -0.14, -0.05, 0.01, -0.04, 0.01, -0.01, 0.01, -0.19, -0.07, -0.02, 0.03, 0.01, -0.11, -0.10, -0.24, -0.06, -0.21, -0.12, -0.10, 0.06, -0.04, -0.21, -0.06, 0.07, 0.08, 0.08, 0.13, 0.11, 0.13, 0.13, 0.14, 0.12, 0.10, 0.09, 0.10, 0.10, 0.09, 0.13, 0.13, 0.09, 0.11, 0.10, 0.09, 0.09, 0.09, 0.11, 0.17, -0.71, 0.16, -0.01, 0.11, 0.12, 0.11, 0.10, 0.16, -0.72, 0.18, 0.01, 0.11, 0.10, 0.07, 0.09, 0.15, -0.72, 0.15, 0.01, 0.10, 0.11, 0.11, 0.10, 0.15, -0.72, 0.15, 0.02, 0.07, 0.09, 0.11, 0.10, 0.15, -0.72, 0.16, 0.02, 0.10, 0.11, 0.06, 0.10]
}

3.
{
  "formula": "C19H40N5O5P2S",
  "method": "wB97M-V/def2-TZVPD",
  "total_charge": 1,
  "homo_ev": -11.72,
  "largest_force_ev_per_a": 9.089,
  "e_tot_ev": -67438.221,
  "gap_ev": 7.422,
  "lumo_energy_ev": -4.301,
  "species": ["C", "C", "C", "C", "C", "C", "C", "C", "C", "C", "C", "C", "C", "C", "C", "N", "C", "N", "C", "P", "C", "O", "N", "N", "N", "C", "O", "P", "O", "O", "S", "H", "H", "H", "H", "H", "H", "H", "H", "H", "H", "H", "H", "H", "H", "H", "H", "H", "H", "H", "H", "H", "H", "H", "H", "H", "H", "H", "H", "H", "H", "H", "H", "H", "H", "H", "H", "H", "H", "O", "H", "H"],
  "xyz": [[6.0942, 3.7331, 1.9094], [6.5882, 2.4255, 1.0823], [6.9882, 2.9040, -0.3999], [7.2083, 1.7400, -1.4940], [7.4299, 0.2550, -0.9219], [6.1454, -0.7223, -0.9568], [4.7148, -0.0061, -1.1050], [3.5048, -1.1119, -0.9973], [3.5564, -1.9773, 0.3770], [2.1652, -1.9481, 1.2179], [1.0150, -2.8674, 0.4992], [-0.2510, -2.0182, -0.0313], [-1.2918, -1.5731, 1.1460], [-2.7394, -2.1685, 0.7462], [-3.9948, -1.2490, 1.2542], [-5.0311, -1.0726, 0.1418], [-5.1851, 0.1750, -0.3372], [-4.5699, 1.4558, 0.0190], [-5.1028, 2.5627, -0.7692], [-4.7407, 4.4254, -0.7493], [-5.3350, 5.0210, 0.9831], [-5.7740, 5.2370, -1.9029], [-6.0559, 1.9227, -1.6769], [-6.0823, 0.5698, -1.4187], [-6.9511, -0.1110, -2.2540], [-6.5053, -0.0482, -3.5298], [-6.5453, 0.2368, -4.7589], [-5.8891, -2.5333, -0.3614], [-5.5869, -2.7972, -2.0213], [-5.3927, -3.9403, 0.4832], [-7.8114, -2.3393, 0.0086], [4.9729, 3.9599, 1.8138], [6.3285, 3.5362, 3.0263], [6.7177, 4.6713, 1.6054], [5.8762, 1.5285, 1.1421], [7.5775, 2.0859, 1.6025], [7.9397, 3.5665, -0.3676], [6.1229, 3.5814, -0.7889], [6.3699, 1.8264, -2.2999], [8.1853, 2.0164, -2.0721], [7.8970, 0.2095, 0.1426], [8.2329, -0.2432, -1.6090], [6.2704, -1.4097, -1.8927], [6.2213, -1.4521, -0.0499], [4.4724, 0.7915, -0.3156], [4.5902, 0.4725, -2.1522], [2.4783, -0.5612, -0.9874], [3.4855, -1.8358, -1.8959], [4.3711, -1.5114, 1.0407], [3.8853, -3.0406, 0.0911], [1.7645, -0.8740, 1.3090], [2.3523, -2.4073, 2.2702], [1.5292, -3.3091, -0.4523], [0.7343, -3.7871, 1.1445], [-0.7842, -2.6467, -0.8489], [0.1269, -1.0552, -0.5343], [-1.2849, -0.4367, 1.3569], [-0.9157, -2.0800, 2.1265], [-2.8741, -2.3065, -0.4026], [-2.8215, -3.2158, 1.2287], [-3.6754, -0.2549, 1.7286], [-4.5557, -1.8362, 2.0932], [-6.2056, 4.3116, 1.2841], [-4.4639, 4.7517, 1.7045], [-5.6184, 6.1319, 1.0024], [-6.0055, 6.1444, -1.5516], [-6.5981, 2.4691, -2.3645], [-4.8493, -2.2141, -2.3387], [-5.5388, -3.8465, 1.4607], [-5.4943, -4.9309, 3.1601], [-6.2336, -5.3374, 2.6868], [-5.1579, -5.6420, 3.7210]],
  "lowdin_charge": [-0.15, -0.27, -0.23, -0.22, -0.22, -0.21, -0.21, -0.21, -0.22, -0.20, -0.21, -0.21, -0.19, -0.18, -0.14, -0.16, -0.20, 0.11, -0.29, 0.94, -0.27, -0.36, 0.08, -0.12, 0.12, -0.05, 0.16, 0.35, -0.22, -0.23, 0.29, 0.07, 0.07, 0.08, 0.09, 0.11, 0.12, 0.11, 0.10, 0.11, 0.11, 0.11, 0.12, 0.11, 0.10, 0.11, 0.10, 0.11, 0.10, 0.12, 0.11, 0.11, 0.11, 0.11, 0.11, 0.10, 0.11, 0.12, 0.10, 0.12, 0.13, 0.13, 0.06, 0.06, 0.06, 0.07, 0.18, 0.08, 0.03, -0.05, 0.06, 0.06]
}